(1)
Below is a 6-piece molecular cluster, C39H50F6NO10PS overall at a distorted geometry, with properties calculated with ωB97M-V/def2-TZVPD.

Geometry as ORCA input:
```
! RIJCOSX wB97M-V def2-TZVPD def2/J DEFGRID3
* xyz 0 1
C -5.2327 -2.0587 -4.3814
C -4.7002 -1.8411 -3.1850
C -3.8832 -1.5656 -1.8191
C -2.7887 -0.3914 -2.1432
C -1.5674 -0.7159 -3.1285
C -1.3684 -2.1949 -3.8031
C -0.8361 -3.1395 -2.5705
C 0.0669 -2.4847 -1.3676
N -1.0959 -4.4531 -2.5260
C -0.4600 0.3599 -3.5180
C -0.5899 1.7806 -2.8484
C -1.7927 2.1042 -1.8325
C -2.9205 1.0488 -1.4678
S -4.2723 1.5536 -0.3120
C -1.7703 3.6005 -1.1797
O -2.8037 4.3247 -1.0275
C -0.2765 4.1233 -0.7723
C 0.9261 3.7993 -1.7862
C 2.3963 4.2475 -1.4548
C 2.7859 5.0326 -0.1201
C 4.3158 5.4971 0.2038
O 4.7562 5.1882 1.3568
C 5.1086 6.3265 -0.9285
F 4.9680 5.7608 -2.2685
F 4.4395 7.6277 -1.0117
C 6.6556 6.6458 -0.5943
F 6.7960 7.6879 0.4083
F 7.2199 7.2134 -1.8184
C 7.5571 5.3641 -0.1940
F 7.7077 5.3089 1.2447
F 8.9001 5.6419 -0.7082
C 7.1077 3.9689 -0.8676
O 7.2970 3.6186 -2.0672
O 6.4189 3.0268 0.0005
C 1.5783 5.3285 0.8971
P 1.8122 6.2031 2.5801
C 2.6268 7.9053 2.3895
C 2.7597 5.0869 3.8081
C 0.0686 4.8875 0.5615
C -1.1100 5.1932 1.6205
C -1.8428 5.0810 2.7234
C 0.5052 2.9606 -3.1237
O 0.9696 3.2246 -4.2889
H -5.4897 -2.0866 -5.5030
H -3.2867 -2.5000 -1.4865
H -4.5928 -1.2155 -0.9887
H -2.3412 -2.6175 -4.2455
H -0.4855 -2.1692 -4.5639
H 0.5507 -3.2834 -0.6943
H 0.9431 -1.8762 -1.8451
H -0.5791 -1.7539 -0.7256
H -0.6538 -4.8781 -1.6795
H 0.4246 0.1466 -4.2208
H -4.8692 0.4564 0.3057
H 3.2108 3.9663 -2.2400
H 6.9005 2.9747 0.8702
H 2.3591 8.5114 3.3509
H 2.0878 8.4532 1.5211
H 3.7733 7.8708 2.2730
H 2.1212 5.0631 4.7772
H 3.8490 5.4082 3.9867
H 2.7256 4.0057 3.3685
H -2.4021 5.0922 3.7358
C -1.4248 1.5431 2.2390
C -0.0584 1.0518 1.8057
O -0.1929 -0.0858 0.9612
H -1.9658 0.7552 2.7720
H -1.3371 2.4148 2.8921
H -2.0309 1.8135 1.3696
H 0.5376 0.7611 2.6753
H 0.4835 1.8315 1.2607
H -0.7146 0.1842 0.1897
C -0.5852 -6.7957 2.1576
C -0.1973 -5.5144 1.4468
O -0.9362 -5.3824 0.2372
H -0.3958 -7.6627 1.5180
H -0.0214 -6.9126 3.0864
H -1.6542 -6.8000 2.3917
H 0.8662 -5.5235 1.1953
H -0.3959 -4.6417 2.0767
H -1.8761 -5.3662 0.4694
C -1.2775 -1.6302 5.2957
C -0.5254 -2.6134 4.4211
O -0.6428 -2.2411 3.0543
H -2.3343 -1.5977 5.0157
H -1.2001 -1.9073 6.3502
H -0.8826 -0.6177 5.1679
H -0.9370 -3.6193 4.5352
H 0.5360 -2.6421 4.6878
H -0.2686 -1.3531 2.9594
C 1.8800 -7.0104 -2.9280
C 1.3217 -8.3296 -2.4342
O 1.4496 -8.4163 -1.0205
H 2.9333 -6.9107 -2.6505
H 1.7924 -6.9320 -4.0146
H 1.3488 -6.1703 -2.4703
H 1.8685 -9.1660 -2.8762
H 0.2642 -8.4303 -2.6980
H 0.9550 -7.6770 -0.6372
C -8.1107 -4.1880 -0.5425
C -6.6564 -4.0754 -0.9533
O -6.0525 -2.9562 -0.3148
H -8.6561 -3.2781 -0.8082
H -8.5888 -5.0412 -1.0300
H -8.1987 -4.3073 0.5418
H -6.5738 -3.9345 -2.0334
H -6.1013 -4.9781 -0.6792
H -6.1219 -3.0926 0.6413
*
```

The SMILES is [H]/N=C(\C)Cc1cc2c(c(S)c1CC#C)C(=O)c1c(cc(C(=O)C(F)(F)C(F)(F)C(F)(F)C(=O)O)c(P(C)C)c1C#C)C2=O.CCO.CCO.CCO.CCO.CCO. The calculation puts the orbital gap at 6.117 eV. The calculation puts the lowest unoccupied orbital energy at -2.01 eV. As for the energy relative to the best compared isomer or geometry (same formula, charge and spin): 19.341 eV.

(2)
Below is C39H50N12O4PS2ScSi as an isolated structure at a distorted geometry, with properties calculated with ωB97M-V/def2-TZVPD.

Geometry as ORCA input:
```
! RIJCOSX wB97M-V def2-TZVPD def2/J DEFGRID3
* xyz -2 1
Sc 0.5838 0.9025 -0.3711
N -1.6707 2.5036 3.1449
C -0.5998 1.8132 2.7300
N -0.5984 1.7741 1.4134
C -1.6922 2.5088 1.0775
N -2.3892 2.9671 2.0921
C -2.0074 2.7258 -0.3349
C -3.1112 3.4416 -0.7873
N -3.3442 3.5897 -2.0839
C -2.4637 3.0453 -2.9278
C -1.3585 2.3269 -2.4968
N -1.1478 2.1665 -1.1916
H -1.8710 2.8308 4.0737
H 0.1248 1.3639 3.3820
H -3.7965 3.8954 -0.0839
H -2.6470 3.1717 -3.9878
H -0.6424 1.8627 -3.1664
S 1.8379 3.6831 3.1638
C 0.6766 4.5904 2.2655
C -0.2132 5.4279 2.9631
C -1.2117 6.1649 2.3481
C -2.0987 6.9472 3.1586
N -2.7966 7.5658 3.8345
C -1.3363 6.1276 0.9521
C -0.4509 5.3278 0.2350
C 0.5243 4.5336 0.8383
S 1.5115 3.5189 -0.1859
C -2.3584 6.8570 0.2713
N -3.1840 7.4446 -0.2766
H -0.1051 5.4842 4.0396
H -0.5245 5.3058 -0.8459
O 0.6886 0.0383 -2.0810
C 1.4125 -0.0735 -3.2297
C 2.5930 0.5868 -3.4090
C 3.3092 0.6088 -4.6681
C 4.3585 1.4637 -4.8677
C 4.8740 2.3423 -3.9138
C 4.2940 2.2170 -2.6397
C 3.2785 1.3429 -2.3739
O 2.9110 1.0940 -1.0335
N 4.9852 1.4572 -6.2052
O 4.6034 0.6541 -7.0435
O 5.8781 2.2614 -6.4286
H 0.9952 -0.7080 -4.0079
H 2.9743 -0.0264 -5.4749
H 5.6716 3.0296 -4.1318
H 4.6804 2.8195 -1.8296
C 3.0503 0.2651 1.5984
Si 4.0718 0.9008 0.1823
C 4.9697 2.4455 0.7022
C 5.2828 -0.3814 -0.4413
H 3.6371 -0.3814 2.2555
H 2.2192 -0.3472 1.2329
H 2.6715 1.1060 2.1872
H 5.3899 2.2931 1.6993
H 4.2557 3.2704 0.7734
H 5.7800 2.7110 0.0242
H 6.0662 -0.5766 0.2922
H 5.7507 -0.0399 -1.3656
H 4.7635 -1.3171 -0.6547
N 0.1035 -0.9230 0.5334
P -0.8418 -2.1130 0.4519
N -0.2494 -3.3465 -0.5139
C -0.8689 -4.6451 -0.7213
C 0.1933 -5.6925 -1.0372
C 0.8948 -5.3610 -2.3595
C 0.9991 -3.8391 -2.5526
C 1.0207 -3.1188 -1.2140
N -1.1445 -2.9508 1.9215
C 0.0018 -3.7444 2.3941
C -0.1377 -4.0795 3.8842
C -1.6096 -4.2279 4.2453
C -2.3023 -2.8698 4.0755
C -1.6154 -2.0580 2.9721
N -2.4384 -1.8036 -0.0501
C -3.5020 -2.7965 0.0853
C -4.7561 -2.3120 -0.6340
C -5.3291 -1.0514 0.0276
C -4.1928 -0.2061 0.6230
C -2.9077 -0.4315 -0.1625
H -1.5870 -4.6217 -1.5572
H -1.4333 -4.9281 0.1719
H -0.2664 -6.6842 -1.0769
H 0.9182 -5.7076 -0.2195
H 0.3426 -5.8082 -3.1909
H 1.8906 -5.8126 -2.3680
H 0.1436 -3.4655 -3.1201
H 1.8908 -3.5721 -3.1213
H 1.1503 -2.0489 -1.3531
H 1.8657 -3.4831 -0.6109
H 0.9497 -3.2178 2.2154
H 0.0331 -4.6767 1.8247
H 0.3052 -3.2888 4.4964
H 0.4216 -4.9934 4.1000
H -1.7347 -4.6042 5.2635
H -2.0643 -4.9603 3.5731
H -2.2594 -2.3062 5.0125
H -3.3583 -3.0138 3.8354
H -0.7812 -1.4633 3.3695
H -2.3094 -1.3377 2.5382
H -3.7312 -2.9983 1.1436
H -3.1884 -3.7460 -0.3494
H -5.4992 -3.1136 -0.6606
H -4.4854 -2.0981 -1.6708
H -6.0374 -1.3281 0.8136
H -5.8881 -0.4705 -0.7101
H -4.0232 -0.5021 1.6609
H -4.4474 0.8555 0.6372
H -2.1104 0.2044 0.2079
H -3.0795 -0.1633 -1.2156
*
```

The calculation puts the orbital gap at 3.792 eV. The calculation puts the lowest unoccupied orbital energy at 3.66 eV. As for the energy relative to the best compared isomer or geometry (same formula, charge and spin): 0.965 eV.

- What is the formula in the first record?
  C39H50F6NO10PS

- Look up the orbital gap of the second one.
  3.792 eV

- What is the lowest unoccupied orbital energy in the second record?
  3.66 eV